(1)
Molecular formula: C13H10I2
Method: DFT, wB97M-V/def2-TZVPD

Cartesian coordinates (Å):
C -1.54 -0.96 -1.85
C 2.53 0.93 1.53
C -1.42 0.30 -1.50
C -1.90 -2.01 -0.85
C 2.04 -0.26 1.10
C 1.88 2.10 1.23
C -1.56 0.76 -0.07
C -2.43 -1.64 0.32
C 0.75 -0.34 0.59
C 0.55 2.00 0.74
C -2.75 -0.17 0.42
C -0.06 0.81 0.40
C -4.08 0.05 0.28
I -4.69 2.05 -0.38
I -5.61 -1.40 0.44
H -1.49 -1.17 -2.82
H 3.55 1.04 1.98
H -1.41 1.07 -2.26
H -1.53 -3.10 -1.08
H 2.65 -1.16 1.04
H 2.15 3.08 1.67
H -1.92 1.76 0.04
H -2.68 -2.20 1.20
H 0.61 -1.33 0.13
H 0.02 2.94 0.98

Net charge: 0
Multiplicity: 1
Energy relative to the best compared isomer or geometry (same formula, charge and spin) (kcal/mol): 50.4

***

(2)
Molecular formula: C62H121N2O34P4
Method: DFT, wB97M-V/def2-TZVPD

Cartesian coordinates (Å):
C -5.15 -2.40 17.02
C -5.06 -2.08 18.51
N -4.12 -3.03 19.16
C -4.49 -3.85 20.19
C -3.27 -4.42 20.71
N -2.20 -3.83 20.07
C -2.74 -2.92 19.17
C -0.81 -4.19 20.17
H -6.05 -1.89 16.67
H -5.47 -3.43 16.84
H -4.29 -2.13 16.42
H -6.03 -2.09 19.02
H -4.77 -1.06 18.73
H -5.45 -4.04 20.63
H -3.09 -5.07 21.55
H -2.12 -2.23 18.62
H -0.49 -3.97 21.19
H -0.17 -3.65 19.47
H -0.69 -5.24 19.91
C -3.28 5.90 14.39
C -4.13 6.78 15.04
C -4.92 6.41 16.11
C -4.86 5.11 16.57
C -4.04 4.18 15.96
C -3.27 4.59 14.88
O -2.50 3.70 14.13
O -5.78 7.33 16.71
H -2.56 6.17 13.64
H -4.16 7.84 14.80
H -5.49 4.84 17.40
H -3.97 3.12 16.16
H -1.70 4.18 13.89
H -5.97 8.06 16.11
C -10.01 -0.33 24.46
C -9.94 0.09 25.81
C -9.19 -0.68 26.67
C -8.60 -1.87 26.28
C -8.64 -2.32 25.03
C -9.30 -1.52 24.10
O -9.36 -1.98 22.82
O -8.98 -0.16 27.92
H -10.72 0.19 23.83
H -10.46 0.99 26.13
H -8.13 -2.45 27.06
H -8.19 -3.22 24.63
H -10.29 -1.96 22.59
H -9.65 0.53 27.95
C 2.61 0.39 24.44
C 2.42 0.78 25.75
C 1.84 -0.16 26.63
C 1.41 -1.40 26.25
C 1.73 -1.81 24.93
C 2.34 -0.93 24.03
O 2.69 -1.43 22.73
O 1.69 0.16 27.98
H 3.01 1.14 23.78
H 2.81 1.76 26.02
H 1.03 -2.07 27.00
H 1.38 -2.78 24.59
H 2.91 -2.36 22.78
H 1.21 -0.52 28.45
C -9.32 -8.94 21.60
C -10.33 -9.44 22.46
C -11.45 -8.66 22.79
C -11.59 -7.38 22.27
C -10.60 -6.93 21.38
C -9.57 -7.73 21.06
O -8.70 -7.07 20.31
O -12.51 -9.11 23.55
H -8.44 -9.47 21.26
H -10.28 -10.37 23.00
H -12.49 -6.82 22.52
H -10.64 -5.89 21.10
H -9.12 -6.41 19.75
H -13.08 -8.44 23.93
C 7.20 -2.35 14.10
O 6.07 -2.77 13.45
P 4.61 -2.72 14.25
O 3.85 -4.01 14.32
O 4.86 -1.99 15.70
C 4.13 -2.55 16.79
O 3.84 -1.48 13.53
C 2.42 -1.35 13.70
H 8.03 -3.06 14.17
H 7.03 -2.14 15.16
H 7.59 -1.41 13.71
H 3.14 -2.91 16.54
H 4.09 -1.97 17.70
H 4.76 -3.41 17.04
H 1.91 -1.30 12.74
H 2.18 -0.42 14.22
H 2.05 -2.16 14.33
C 6.22 -8.01 22.00
O 5.34 -7.91 22.99
P 3.86 -7.34 22.73
O 3.80 -5.91 22.34
O 3.17 -8.33 21.55
C 3.17 -9.71 21.58
O 3.01 -7.79 24.08
C 3.31 -8.88 24.97
H 6.54 -9.05 21.99
H 7.06 -7.31 22.03
H 5.78 -7.80 21.02
H 3.91 -10.06 22.31
H 3.39 -10.15 20.61
H 2.15 -9.97 21.85
H 3.23 -8.55 26.01
H 4.31 -9.26 24.76
H 2.55 -9.63 24.76
C -11.03 -2.22 13.83
O -10.36 -2.75 14.96
P -10.52 -4.23 15.67
O -9.67 -4.49 16.82
O -12.13 -4.31 15.92
C -12.80 -5.49 16.40
O -10.36 -5.22 14.39
C -9.11 -5.32 13.75
H -11.00 -1.13 13.76
H -12.01 -2.69 13.86
H -10.54 -2.71 13.00
H -12.11 -6.26 16.76
H -13.68 -5.70 15.79
H -13.28 -5.10 17.29
H -8.27 -4.75 14.14
H -9.07 -5.31 12.66
H -8.90 -6.37 13.96
C -4.11 -7.28 15.93
O -3.40 -6.07 15.79
P -1.85 -6.05 15.36
O -1.09 -4.79 15.53
O -1.18 -7.09 16.27
C 0.16 -7.53 16.03
O -1.84 -6.69 13.88
C -1.55 -5.86 12.73
H -3.59 -8.16 15.55
H -5.03 -7.13 15.37
H -4.42 -7.43 16.96
H 0.82 -7.07 16.78
H 0.55 -7.21 15.07
H 0.38 -8.60 16.03
H -2.48 -5.63 12.22
H -0.98 -6.44 12.01
H -1.12 -4.88 12.95
C -3.26 -5.12 26.10
O -4.17 -6.15 25.70
C -4.82 -6.83 26.70
C -5.86 -7.78 26.17
O -5.33 -8.68 25.26
C -5.04 -9.96 25.78
H -2.32 -5.63 26.35
H -3.50 -4.56 27.01
H -2.89 -4.48 25.30
H -5.25 -6.09 27.37
H -4.16 -7.33 27.41
H -6.52 -7.13 25.59
H -6.42 -8.24 26.98
H -4.98 -10.76 25.04
H -5.74 -10.37 26.50
H -4.20 -9.88 26.47
C -15.34 -1.48 17.09
O -14.14 -0.97 17.60
C -13.72 0.25 17.02
C -12.36 0.63 17.60
O -12.43 1.29 18.92
C -11.14 1.73 19.29
H -16.04 -0.67 17.28
H -15.67 -2.37 17.62
H -15.28 -1.71 16.02
H -14.44 1.05 17.22
H -13.83 0.13 15.94
H -11.85 1.31 16.92
H -11.75 -0.28 17.66
H -10.78 2.50 18.61
H -10.33 0.99 19.30
H -11.14 2.20 20.27
C -2.78 -13.32 21.96
O -2.16 -12.05 21.82
C -2.52 -11.41 20.53
C -2.83 -9.90 20.84
O -1.74 -9.27 21.55
C -1.69 -9.55 22.92
H -2.65 -13.61 23.01
H -2.29 -14.00 21.27
H -3.85 -13.14 21.90
H -3.36 -11.94 20.07
H -1.76 -11.56 19.76
H -3.76 -9.73 21.38
H -2.85 -9.47 19.84
H -1.07 -8.72 23.25
H -1.11 -10.41 23.23
H -2.61 -9.45 23.51
C -12.11 5.06 12.81
O -11.77 4.75 14.22
C -10.45 5.06 14.55
C -9.37 4.53 13.60
O -8.94 3.29 14.01
C -8.03 2.63 13.15
H -13.20 5.12 12.75
H -11.78 4.19 12.24
H -11.84 6.04 12.44
H -10.31 4.53 15.50
H -10.25 6.10 14.78
H -8.49 5.16 13.67
H -9.59 4.65 12.54
H -7.27 3.32 12.78
H -8.62 2.28 12.31
H -7.56 1.77 13.63
C -0.88 1.42 18.45
O -1.84 1.21 19.45
C -1.47 1.98 20.55
C -2.24 1.70 21.83
O -3.62 1.74 21.66
C -4.29 0.58 22.24
H -1.27 1.04 17.50
H 0.06 0.94 18.70
H -0.58 2.45 18.26
H -1.75 3.01 20.32
H -0.45 1.81 20.90
H -2.00 2.26 22.73
H -1.94 0.69 22.08
H -5.37 0.72 22.33
H -3.97 0.34 23.26
H -4.12 -0.33 21.68

Net charge: +1
Multiplicity: 1
Energy relative to the best compared isomer or geometry (same formula, charge and spin) (kcal/mol): 216.8

***

Record-wise HOMO values, in eV: -8.61, -9.44
Record-wise frontier orbital gap values, in eV: 8.29, 7.41
Record-wise strongest force on any atom values, in hartree/bohr: 0.071, 0.098